Molecular formula: C35H53FIN3O5
Method: DFT, the ωB97M-V functional and the def2-TZVPD basis

Bonds (Å) are listed after each position.
Atoms and positions in Å:
1 I 1.958 -1.364 4.232  C28 2.099
2 F 0.579 -4.018 4.828  C34 1.349
3 O -3.734 0.953 -0.581  N8 1.299
4 O -1.846 -6.172 0.449  C38 1.197
5 O 4.029 2.322 0.833  N9 1.299
6 O -0.640 -7.315 5.313  C13 1.199
7 O -0.501 -2.525 -1.471  C18 1.192
8 N -3.586 1.062 -1.866  O3 1.299, C25 1.494, C33 1.494
9 N 4.934 3.252 0.886  O5 1.299, C14 1.495, C17 1.493
10 N -1.930 -4.021 -0.459  C18 1.427, C38 1.400, C39 1.480
11 C -1.169 1.040 -1.316  C25 1.524, H72 1.090, H73 1.090, H98 1.092
12 C 2.338 -0.872 0.783  C24 1.350, H68 1.084, H70 1.086
13 C -0.189 -6.601 4.462  O6 1.199, C20 1.505, H97 1.105
14 C 6.126 2.731 1.622  N9 1.495, C40 1.548, C41 1.525, C42 1.530
15 C -0.473 -4.662 2.819  C20 1.519, C22 1.377, C34 1.387
16 C -2.283 3.196 -1.893  C25 1.529, C36 1.529, H66 1.092, H90 1.095
17 C 5.163 3.786 -0.489  N9 1.493, C27 1.541, C30 1.529, C43 1.526
18 C -0.845 -3.095 -0.482  O7 1.192, N10 1.427, C19 1.528
19 C -0.291 -3.114 0.942  C18 1.528, C22 1.395, C35 1.387
20 C -1.028 -5.955 3.393  C13 1.505, C15 1.519, H67 1.092, H89 1.090
21 C -1.836 1.424 -3.611  C25 1.541, H49 1.090, H53 1.091, H79 1.087
22 C -0.757 -4.293 1.524  C15 1.377, C19 1.395, C38 1.513
23 C -4.403 -4.536 -0.464  C26 1.534, C39 1.549, H58 1.091, H65 1.088
24 C 1.015 -0.977 1.032  C12 1.350, C35 1.497, H83 1.086
25 C -2.262 1.690 -2.155  N8 1.494, C11 1.524, C16 1.529, C21 1.541
26 C -5.460 -4.420 0.642  C23 1.534, C44 1.543, H46 1.093, H88 1.087
27 C 5.853 5.162 -0.434  C17 1.541, H74 1.086, H76 1.090, H91 1.091
28 C 0.791 -2.586 2.987  I1 2.099, C34 1.384, C35 1.401
29 C 7.278 2.367 -0.633  C30 1.529, C42 1.529, H77 1.093, H84 1.092
30 C 5.999 2.824 -1.334  C17 1.529, C29 1.529, H50 1.092, H82 1.095
31 C -4.890 1.448 -3.963  C33 1.547, H47 1.090, H63 1.090, H64 1.089
32 C -3.475 -2.326 0.525  C39 1.531, H61 1.092, H80 1.090, H81 1.086
33 C -4.794 1.725 -2.443  N8 1.494, C31 1.547, C37 1.530, C45 1.527
34 C 0.301 -3.759 3.534  F2 1.349, C15 1.387, C28 1.384
35 C 0.506 -2.236 1.661  C19 1.387, C24 1.497, C28 1.401
36 C -3.458 3.904 -2.567  C16 1.529, C37 1.529, H56 1.093, H85 1.092
37 C -4.781 3.235 -2.193  C33 1.530, C36 1.529, H71 1.095, H86 1.092
38 C -1.596 -5.002 0.483  O4 1.197, N10 1.400, C22 1.513
39 C -3.297 -3.453 -0.495  N10 1.480, C23 1.549, C32 1.531, H96 1.090
40 C 7.006 3.902 2.124  C14 1.548, H59 1.089, H62 1.090, H87 1.090
41 C 5.696 1.992 2.885  C14 1.525, H55 1.090, H60 1.089, H78 1.092
42 C 6.963 1.794 0.749  C14 1.530, C29 1.529, H52 1.095, H94 1.092
43 C 3.834 4.054 -1.191  C17 1.526, H51 1.091, H75 1.089, H95 1.090
44 C -4.959 -4.819 2.046  C26 1.543, H54 1.088, H92 1.092, H93 1.087
45 C -6.070 1.129 -1.853  C33 1.527, H48 1.092, H57 1.089, H69 1.089
46 H -6.233 -5.146 0.380  C26 1.093
47 H -5.930 1.439 -4.287  C31 1.090
48 H -6.107 0.049 -2.013  C45 1.092
49 H -0.798 1.724 -3.754  C21 1.090
50 H 6.249 3.301 -2.284  C30 1.092
51 H 3.205 4.721 -0.599  C43 1.091
52 H 6.430 0.847 0.617  C42 1.095
53 H -1.906 0.361 -3.846  C21 1.091
54 H -3.996 -5.324 2.022  C44 1.088
55 H 6.574 1.680 3.450  C41 1.090
56 H -3.325 3.915 -3.652  C36 1.093
57 H -6.165 1.323 -0.786  C45 1.089
58 H -4.945 -4.468 -1.408  C23 1.091
59 H 7.783 4.190 1.418  C40 1.089
60 H 5.125 1.091 2.665  C41 1.089
61 H -2.748 -1.528 0.357  C32 1.092
62 H 7.526 3.626 3.041  C40 1.090
63 H -4.472 0.472 -4.213  C31 1.090
64 H -4.396 2.204 -4.570  C31 1.089
65 H -4.008 -5.549 -0.417  C23 1.088
66 H -1.342 3.636 -2.232  C16 1.092
67 H -1.067 -6.669 2.568  C20 1.092
68 H 2.741 -0.588 -0.182  C12 1.084
69 H -6.938 1.573 -2.339  C45 1.089
70 H 3.035 -1.135 1.572  C12 1.086
71 H -4.981 3.430 -1.134  C37 1.095
72 H -0.193 1.432 -1.603  C11 1.090
73 H -1.287 1.226 -0.248  C11 1.090
74 H 6.895 5.124 -0.128  C27 1.086
75 H 3.274 3.140 -1.384  C43 1.089
76 H 5.849 5.618 -1.424  C27 1.090
77 H 7.986 3.197 -0.554  C29 1.093
78 H 5.093 2.634 3.529  C41 1.092
79 H -2.411 1.976 -4.350  C21 1.087
80 H -3.344 -2.665 1.552  C32 1.090
81 H -4.448 -1.859 0.407  C32 1.086
82 H 5.402 1.940 -1.583  C30 1.095
83 H 0.298 -0.195 0.807  C24 1.086
84 H 7.773 1.606 -1.238  C29 1.092
85 H -3.479 4.951 -2.256  C36 1.092
86 H -5.599 3.699 -2.749  C37 1.092
87 H 6.401 4.779 2.354  C40 1.090
88 H -5.971 -3.460 0.647  C26 1.087
89 H -2.062 -5.800 3.701  C20 1.090
90 H -2.336 3.380 -0.815  C16 1.095
91 H 5.322 5.835 0.241  C27 1.091
92 H -4.835 -3.908 2.635  C44 1.092
93 H -5.710 -5.396 2.580  C44 1.087
94 H 7.893 1.552 1.269  C42 1.092
95 H 4.017 4.530 -2.153  C43 1.090
96 H -3.390 -2.953 -1.460  C39 1.090
97 H 0.895 -6.388 4.470  C13 1.105
98 H -1.157 -0.039 -1.481  C11 1.092

As for the gap between HOMO and LUMO (spin up / spin down): 8.468 / 8.569 eV. Its spin multiplicity is 3. The net charge is 0. The expectation value of S² is 2.01. The calculation puts the total energy at -62674.9011 eV. For the molecular weight, the calculation gives 741.7 g mol⁻¹.

Here are the Mulliken charges for atoms 1 to 5, given in e: 0.144, -0.400, -0.617, -0.564, -0.459

Molecular formula: C4HNO2
Method: DFT, the ωB97M-V functional and the def2-TZVPD basis

Bonds (Å) are listed after each position.
Atoms and positions in Å:
1 O -4.805 -0.497 -0.013  C4 1.198
2 O -1.862 1.675 -0.014  C5 1.366, C7 1.286
3 N -2.331 -0.672 0.082  C4 1.344, C7 1.332
4 C -3.622 -0.306 0.014  O1 1.198, N3 1.344, C7 1.386
5 C -0.600 1.169 0.117  O2 1.366, C6 1.180
6 C 0.253 0.374 -0.065  C5 1.180, H8 1.028
7 C -2.598 0.623 -0.081  O2 1.286, N3 1.332, C4 1.386
8 H 1.161 -0.096 -0.181  C6 1.028

As for the gap between HOMO and LUMO: 10.600 eV. As for the relative energy (zero: lowest compared OMol25 entry of this formula, charge and spin): 77.6 kcal per mole. The net charge is 0. The calculation puts the total energy at -9743.3303 eV. The SMILES is C#COc1nc1=O. For the molecular weight, the calculation gives 95.1 g mol⁻¹.

Here are the Mulliken charges for atoms 1 to 5, given in e: -0.521, -0.307, -0.403, 0.407, -0.180

Molecular formula: C4H10NS
Method: DFT, the ωB97M-V functional and the def2-TZVPD basis

Bonds (Å) are listed after each position.
Atoms and positions in Å:
1 S 1.455 -0.827 0.237  C3 1.861, C5 1.759
2 N -0.785 0.725 0.575  C4 1.553, C5 1.520, H9 1.057, H12 1.046
3 C 2.704 0.512 -0.100  S1 1.861, H8 1.027, H13 1.041, H15 1.083
4 C -2.054 -0.159 0.433  N2 1.553, C6 1.541, H11 1.092, H14 1.101
5 C 0.022 -0.066 -0.442  S1 1.759, N2 1.520, C6 1.687, H16 1.201
6 C -1.292 -1.123 -0.497  C4 1.541, C5 1.687, H7 1.080, H10 1.190
7 H -1.703 -1.243 -1.488  C6 1.080
8 H 2.593 1.003 0.796  C3 1.027
9 H -0.682 1.700 0.179  N2 1.057
10 H -0.946 -2.190 -0.098  C6 1.190
11 H -2.966 0.307 0.054  C4 1.092
12 H -0.502 0.701 1.582  N2 1.046
13 H 2.509 0.763 -1.091  C3 1.041
14 H -2.054 -0.548 1.462  C4 1.101
15 H 3.651 -0.012 -0.077  C3 1.083
16 H 0.050 0.457 -1.523  C5 1.201

As for the gap between HOMO and LUMO: 9.980 eV. As for the relative energy (zero: lowest compared OMol25 entry of this formula, charge and spin): 55.1 kcal per mole. The net charge is +1. The calculation puts the total energy at -16626.5759 eV. The SMILES is CS[C@H]1CC[NH2+]1. For the molecular weight, the calculation gives 104.2 g mol⁻¹.

Here are the Mulliken charges for atoms 1 to 5, given in e: -0.022, -0.175, -0.899, -0.415, -0.297

Molecular formula: C2H4N6O2
Method: DFT, the ωB97M-V functional and the def2-TZVPD basis

Bonds (Å) are listed after each position.
Atoms and positions in Å:
1 O -2.508 -0.472 -0.236  N8 1.240
2 O -2.011 1.602 -0.556  N8 1.159
3 N 0.322 1.414 0.457  N7 1.362, H11 1.111, H13 1.046
4 N 3.193 1.099 -0.461  C9 1.131
5 N -0.247 -2.069 0.127  C10 1.299, H12 1.108, H14 1.040
6 N 1.723 -0.819 -0.101  C9 1.328, C10 1.243
7 N -0.479 0.316 0.386  N3 1.362, N8 1.434, C10 1.691
8 N -1.780 0.530 -0.179  O1 1.240, O2 1.159, N7 1.434
9 C 2.407 0.294 -0.345  N4 1.131, N6 1.328
10 C 0.500 -1.012 0.016  N5 1.299, N6 1.243, N7 1.691
11 H -0.278 2.080 1.115  N3 1.111
12 H -1.266 -1.885 0.521  N5 1.108
13 H 0.400 1.909 -0.461  N3 1.046
14 H 0.024 -2.986 -0.283  N5 1.040

As for the gap between HOMO and LUMO: 10.155 eV. As for the relative energy (zero: lowest compared OMol25 entry of this formula, charge and spin): 61.7 kcal per mole. The net charge is 0. The calculation puts the total energy at -15168.3931 eV. The SMILES is N#C/N=C(/N)N(N)[N+](=O)[O-]. For the molecular weight, the calculation gives 144.1 g mol⁻¹.

Here are the Mulliken charges for atoms 1 to 5, given in e: -0.698, -0.561, -0.635, -0.464, -0.338

Molecular formula: C4H12N3
Method: DFT, the ωB97M-V functional and the def2-TZVPD basis

Bonds (Å) are listed after each position.
Atoms and positions in Å:
1 N -2.024 0.697 -0.124  C5 1.509, H10 1.166, H12 1.024, H19 1.024
2 N 2.906 1.047 -0.114  C4 1.323, H9 1.021, H18 1.025
3 N 0.694 0.402 -0.598  C4 1.308, C6 1.425
4 C 1.663 1.275 -0.509  N2 1.323, N3 1.308, H17 1.107
5 C -1.745 -0.404 0.870  N1 1.509, C7 1.556, H13 1.083, H15 1.109
6 C 0.569 -0.944 -0.147  N3 1.425, C7 1.542, H8 1.135, H16 1.082
7 C -0.864 -1.445 0.121  C5 1.556, C6 1.542, H11 1.102, H14 1.079
8 H 0.901 -1.556 -1.043  C6 1.135
9 H 3.275 0.126 0.128  N2 1.021
10 H -0.956 0.907 -0.542  N1 1.166
11 H -1.378 -1.727 -0.812  C7 1.102
12 H -2.390 1.573 0.260  N1 1.024
13 H -2.640 -0.857 1.278  C5 1.083
14 H -0.793 -2.367 0.677  C7 1.079
15 H -1.014 0.051 1.569  C5 1.109
16 H 1.182 -1.155 0.720  C6 1.082
17 H 1.561 2.321 -0.855  C4 1.107
18 H 3.599 1.790 0.015  N2 1.025
19 H -2.545 0.266 -0.894  N1 1.024

As for the gap between HOMO and LUMO (spin up / spin down): 11.976 / 7.153 eV. As for the relative energy (zero: lowest compared OMol25 entry of this formula, charge and spin): 37.7 kcal per mole. Its spin multiplicity is 2. The net charge is +2. The expectation value of S² is 0.77. The calculation puts the total energy at -8793.5684 eV. For the molecular weight, the calculation gives 102.2 g mol⁻¹.

Here are the Mulliken charges for atoms 1 to 5, given in e: -0.289, -0.160, -0.286, 0.129, -0.643

Molecular formula: C4H10N3O
Method: DFT, the ωB97M-V functional and the def2-TZVPD basis

Bonds (Å) are listed after each position.
Atoms and positions in Å:
1 O 2.676 0.634 -0.066  C6 1.293, H17 1.012
2 N 0.328 1.740 0.116  C7 1.445, H11 1.036, H16 1.016
3 N 0.786 -0.688 0.190  C5 1.412, C6 1.299, C7 1.538
4 N -1.327 -0.026 -0.236  C7 1.427, C8 1.242
5 C 0.110 -1.910 -0.018  N3 1.412, H12 1.030, H13 1.068, H18 1.078
6 C 2.036 -0.489 -0.099  O1 1.293, N3 1.299, H10 1.090
7 C -0.201 0.451 0.499  N2 1.445, N3 1.538, N4 1.427, H15 1.025
8 C -2.498 0.389 -0.268  N4 1.242, H9 1.023, H14 1.103
9 H -3.258 -0.004 -0.828  C8 1.023
10 H 2.779 -1.159 -0.532  C6 1.090
11 H -0.275 2.559 0.313  N2 1.036
12 H -0.291 -1.904 -0.967  C5 1.030
13 H 0.756 -2.698 0.303  C5 1.068
14 H -2.743 1.399 0.100  C8 1.103
15 H -0.451 0.584 1.484  C7 1.025
16 H 0.217 1.771 -0.893  N2 1.016
17 H 2.176 1.388 0.387  O1 1.012
18 H -0.820 -2.035 0.514  C5 1.078

As for the gap between HOMO and LUMO: 10.401 eV. As for the relative energy (zero: lowest compared OMol25 entry of this formula, charge and spin): 52.6 kcal per mole. The net charge is +1. The calculation puts the total energy at -10819.1235 eV. The SMILES is C=N[C@H](N)/[N+](C)=C\O. For the molecular weight, the calculation gives 116.1 g mol⁻¹.

Here are the Mulliken charges for atoms 1 to 5, given in e: -0.431, -0.731, 0.101, -0.401, -1.021